DFT (ωB97M-V/def2-TZVPD) results for a molecular structure, C37H40As2N4O3RhS2.

Last column: natural (NBO) charge in e.
CARTESIAN COORDINATES (ANGSTROEM)
Rh: -0.37 -1.30 0.34  0.4150
C: 3.94 -2.51 5.79  -0.6175
C: 2.67 -3.13 5.21  -0.2255
N: 2.75 -3.29 3.76  -0.5943
C: 2.16 -2.42 2.88  0.1936
S: 2.86 -2.64 1.25  0.9444
N: 1.26 -1.62 3.23  -0.3408
N: 0.52 -0.68 2.52  -0.3833
C: 0.52 0.48 3.19  0.2001
C: 1.70 0.84 4.05  -0.6679
C: -0.62 1.29 3.28  0.1197
C: -0.78 2.23 4.35  -0.2132
C: -2.03 2.56 4.78  -0.1859
C: -3.18 1.96 4.18  -0.2773
C: -3.01 1.27 3.04  0.0365
N: -1.76 1.09 2.49  -0.6671
H: 3.83 -2.38 6.86  0.2275
H: 4.13 -1.54 5.33  0.2074
H: 4.80 -3.15 5.61  0.2087
H: 1.81 -2.51 5.41  0.2301
H: 2.48 -4.11 5.65  0.2071
H: 3.49 -3.88 3.40  0.3955
H: 2.59 0.30 3.73  0.2279
H: 1.53 0.59 5.10  0.2372
H: 1.92 1.91 3.98  0.2310
H: 0.09 2.60 4.86  0.2328
H: -2.14 3.23 5.63  0.2298
H: -4.16 2.08 4.61  0.2368
H: -3.83 0.81 2.51  0.2139
C: -3.32 -1.28 -2.06  -0.3969
C: -3.74 -1.37 -0.80  -0.3995
As: -1.47 0.89 0.63  1.1309
C: -0.20 2.37 0.43  -0.3548
C: 0.74 2.34 -0.58  -0.2331
C: 1.59 3.42 -0.80  -0.1964
C: 1.48 4.55 0.00  -0.1940
C: 0.51 4.60 0.99  -0.2182
C: -0.34 3.53 1.20  -0.1514
C: -2.89 1.87 -0.30  -0.2575
C: -2.58 2.06 -1.65  -0.2650
C: -3.40 2.82 -2.46  -0.1876
C: -4.55 3.40 -1.93  -0.1949
C: -4.87 3.19 -0.60  -0.2118
C: -4.04 2.43 0.22  -0.1891
As: 0.19 -1.19 -2.19  1.2642
C: -0.30 -0.91 -4.02  -0.4108
C: -0.97 -1.88 -4.76  -0.2075
C: -1.36 -1.60 -6.06  -0.1944
C: -1.10 -0.35 -6.61  -0.1896
C: -0.44 0.62 -5.87  -0.2190
C: -0.04 0.34 -4.57  -0.1620
C: 2.11 -1.02 -2.40  -0.3990
C: 2.74 -1.56 -3.52  -0.1852
C: 4.12 -1.50 -3.65  -0.2070
C: 4.88 -0.88 -2.67  -0.1816
C: 4.26 -0.32 -1.56  -0.2145
C: 2.88 -0.40 -1.42  -0.2097
H: -3.46 -0.39 -2.65  0.1982
H: -2.87 -2.14 -2.55  0.2029
H: -3.64 -2.29 -0.24  0.2229
H: -4.25 -0.54 -0.33  0.1861
H: 0.82 1.47 -1.22  0.2069
H: 2.33 3.37 -1.59  0.2223
H: 2.14 5.39 -0.16  0.2253
H: 0.40 5.50 1.59  0.2241
H: -1.11 3.60 1.96  0.2111
H: -1.69 1.62 -2.08  0.2163
H: -3.15 2.97 -3.50  0.2244
H: -5.20 4.01 -2.56  0.2269
H: -5.77 3.63 -0.18  0.2254
H: -4.32 2.30 1.25  0.2097
H: -1.17 -2.85 -4.33  0.2368
H: -1.87 -2.35 -6.65  0.2270
H: -1.42 -0.12 -7.62  0.2263
H: -0.23 1.59 -6.30  0.2243
H: 0.50 1.09 -3.99  0.2062
H: 2.14 -2.03 -4.30  0.2259
H: 4.60 -1.93 -4.52  0.2267
H: 5.95 -0.83 -2.77  0.2250
H: 4.85 0.16 -0.79  0.2207
H: 2.41 0.01 -0.53  0.2215
C: 0.34 -4.98 -0.64  -0.8386
S: -0.58 -3.47 -0.71  1.6022
O: -1.97 -3.90 -0.82  -0.9389
O: -0.03 -3.02 -2.18  -0.9912
O: 1.74 -2.33 0.31  -0.8231
H: -0.13 -5.61 -1.39  0.2664
H: 0.21 -5.40 0.36  0.2473
H: 1.39 -4.80 -0.86  0.2460

Properties
F_max	0.0256	Eh/bohr
electronic energy	-197465.3264	eV
lowest unoccupied orbital energy (spin up / spin down)	-0.075 / -0.172	hartree
total charge	+1
HOMO-LUMO gap (spin up / spin down)	6.9 / 5.7	eV
2S+1	5


DFT (ωB97M-V/def2-TZVPD) results for a molecular structure, C37H40BCl5MgN8O3SSi2.

Last column: Mulliken charge in e.
CARTESIAN COORDINATES (ANGSTROEM)
Mg: -1.05 -1.04 1.64  4.1027
C: -1.03 -5.66 0.79  -1.3022
C: -1.27 -4.35 0.35  -0.3479
N: -0.62 -3.48 1.09  0.3650
N: 0.04 -4.18 2.03  0.0008
C: -0.20 -5.49 1.88  -0.1909
B: 0.87 -3.45 3.09  -0.1227
N: -0.05 -2.80 4.15  0.2614
C: -0.51 -3.36 5.27  -0.0888
C: -1.19 -2.40 6.00  -1.4190
C: -1.08 -1.25 5.21  -0.2740
N: -0.39 -1.49 4.11  -0.1706
N: 1.72 -2.35 2.41  -0.3062
C: 3.05 -2.24 2.42  -0.3239
C: 3.40 -1.07 1.76  -1.4911
C: 2.16 -0.53 1.38  -0.6720
N: 1.17 -1.31 1.77  0.2632
H: -1.43 -6.58 0.40  0.3741
H: -1.87 -4.01 -0.47  0.4298
H: 0.25 -6.20 2.55  0.4142
H: 1.62 -4.24 3.62  -0.2380
H: -0.34 -4.41 5.46  0.4350
H: -1.71 -2.53 6.93  0.4192
H: -1.48 -0.27 5.39  0.4935
H: 3.66 -2.99 2.90  0.4303
H: 4.38 -0.67 1.60  0.5457
H: 1.94 0.40 0.88  0.7804
C: -2.70 1.36 3.79  -1.2237
Si: -1.43 1.54 2.32  -0.2975
C: 0.15 2.15 3.25  -1.4537
C: -2.03 3.25 1.59  0.1257
C: -2.30 4.21 2.57  -0.6579
C: -2.80 5.47 2.30  -0.7139
C: -3.07 5.80 0.98  -0.8083
C: -2.77 4.88 -0.02  -0.3486
C: -2.22 3.62 0.23  0.6910
Si: -1.65 2.50 -1.28  0.7381
C: -3.42 1.96 -1.90  -1.4987
C: -1.41 3.85 -2.70  -1.6610
H: -2.32 1.77 4.73  0.3530
H: -3.63 1.88 3.55  0.4325
H: -2.96 0.31 3.97  0.0904
H: -0.06 2.98 3.92  0.4978
H: 0.89 2.49 2.52  0.2060
H: 0.59 1.34 3.82  0.3373
H: -2.10 3.96 3.61  0.1286
H: -2.98 6.18 3.10  0.3538
H: -3.50 6.76 0.72  0.3688
H: -2.99 5.16 -1.03  0.1949
H: -3.35 1.55 -2.92  0.3079
H: -4.11 2.81 -1.93  0.5223
H: -3.86 1.20 -1.27  0.2087
H: -2.30 4.42 -2.97  0.6039
H: -1.08 3.34 -3.62  0.2819
H: -0.63 4.57 -2.44  0.3923
Cl: -6.34 -2.61 2.28  -0.2491
C: -4.93 -1.87 3.08  0.4898
Cl: -5.11 -1.97 4.85  -0.2290
C: -3.61 -2.56 2.63  -0.0353
O: -3.43 -3.74 2.89  -0.6999
O: -2.87 -1.76 1.99  -1.1819
H: -4.93 -0.81 2.82  0.1086
Cl: 2.24 4.95 -4.64  -0.2627
C: 2.15 3.23 -4.39  0.4395
C: 1.54 2.73 -3.25  -1.8068
C: 1.48 1.36 -3.07  0.6898
C: 2.03 0.47 -4.00  -0.5548
C: 2.05 -1.03 -3.76  -0.3815
C: 0.67 -1.69 -3.74  -1.5398
N: -0.17 -1.40 -2.60  0.8167
C: -1.55 -1.40 -2.62  -0.9524
C: -1.95 -1.24 -1.34  -1.2527
N: -0.85 -1.08 -0.54  0.7362
C: 0.19 -1.21 -1.32  -1.5255
O: 2.73 -1.46 -2.58  -0.2405
C: 3.78 -0.66 -2.07  -0.6477
C: 4.86 -0.37 -3.07  -0.0686
C: 5.60 -1.31 -3.75  0.8069
Cl: 5.44 -3.01 -3.61  -0.2219
S: 6.77 -0.63 -4.80  -0.2314
C: 6.29 0.96 -4.35  -0.3794
C: 5.28 0.94 -3.44  -0.9348
C: 2.62 1.02 -5.14  1.1974
Cl: 3.37 0.02 -6.37  -0.2443
C: 2.68 2.38 -5.35  -0.8475
H: 1.06 3.37 -2.51  0.6815
H: 0.96 1.02 -2.18  0.5044
H: 2.56 -1.48 -4.62  0.7096
H: 0.81 -2.77 -3.82  0.2813
H: 0.14 -1.36 -4.64  0.4903
H: -2.10 -1.49 -3.54  0.4819
H: -2.94 -1.18 -0.93  0.6838
H: 1.21 -1.20 -0.99  0.5218
H: 4.18 -1.23 -1.23  0.6703
H: 3.40 0.29 -1.68  0.2767
H: 6.76 1.81 -4.80  0.4457
H: 4.80 1.83 -3.05  0.4759
H: 3.14 2.78 -6.24  0.4399

Properties
F_max	0.0108	Eh/bohr
electronic energy	-152411.4123	eV
energy relative to the best compared isomer or geometry (same formula, charge and spin)	0.00	kcal per mole
lowest unoccupied orbital energy	0.111	hartree
total charge	-2
HOMO-LUMO gap	3.4	eV
2S+1	1


DFT (ωB97M-V/def2-TZVPD) results for a molecular structure, C37H40BrCoGeIN5S2Se.

Last column: Mulliken charge in e.
CARTESIAN COORDINATES (ANGSTROEM)
Co: -0.31 0.78 -0.44  0.4317
C: 3.91 -2.05 2.20  -0.8629
C: 4.83 -0.87 2.32  1.1873
C: 5.76 -0.81 3.36  -0.7708
C: 6.66 0.24 3.47  -0.6635
C: 6.65 1.26 2.53  -0.6668
C: 5.72 1.23 1.50  -0.6663
C: 4.81 0.18 1.40  -0.4164
N: 3.88 0.18 0.33  0.6071
C: 2.52 0.45 0.46  -0.2985
N: 2.10 0.62 1.74  0.3703
C: 0.90 1.21 2.23  1.1677
C: -0.19 1.43 1.39  -0.5965
C: -1.28 2.07 1.98  -0.6537
C: -1.31 2.44 3.32  -1.4060
C: -0.21 2.17 4.12  -0.7727
C: 0.92 1.55 3.59  1.1310
C: 2.12 1.27 4.46  -1.4719
N: 1.74 0.53 -0.56  0.5921
C: 2.32 0.46 -1.86  -1.2547
C: 2.34 1.63 -2.62  -0.2822
C: 2.80 1.62 -3.92  -0.7872
C: 3.25 0.43 -4.48  -0.7027
C: 3.23 -0.73 -3.73  -0.7995
C: 2.77 -0.74 -2.41  2.1206
C: 2.75 -2.03 -1.64  -1.0722
H: 4.30 -2.90 2.76  0.5552
H: 3.79 -2.34 1.15  -0.0589
H: 2.91 -1.83 2.57  0.1908
H: 5.79 -1.62 4.08  0.3981
H: 7.38 0.25 4.28  0.3974
H: 7.35 2.08 2.60  0.3900
H: 5.67 2.03 0.78  0.5044
H: 4.23 0.37 -0.60  0.3733
H: 2.85 0.61 2.41  -0.4134
H: -2.14 2.31 1.36  0.7104
H: -2.17 2.94 3.74  0.4106
H: -0.21 2.44 5.17  0.2990
H: 1.92 1.58 5.48  0.3753
H: 3.01 1.81 4.12  0.3526
H: 2.37 0.21 4.48  0.2627
H: 1.92 2.53 -2.18  0.5061
H: 2.78 2.53 -4.51  0.4282
H: 3.59 0.40 -5.51  0.3851
H: 3.56 -1.67 -4.17  0.4259
H: 2.31 -2.84 -2.24  0.5526
H: 2.16 -1.94 -0.73  -0.3567
H: 3.76 -2.34 -1.36  0.3148
S: -0.83 0.15 -2.64  -0.8757
C: -1.16 1.83 -2.88  0.8898
S: -0.91 2.77 -1.46  -0.4184
C: -1.56 2.35 -4.10  0.4842
C: -1.75 1.51 -5.23  -0.0908
N: -1.91 0.83 -6.15  -0.6499
C: -1.80 3.74 -4.28  -0.1509
N: -2.00 4.87 -4.44  -0.6359
C: -7.70 1.03 2.01  -1.1983
Ge: -6.44 1.21 0.51  0.5576
C: -7.23 0.39 -1.08  -1.2348
C: -6.06 3.09 0.18  -1.1889
C: -4.74 0.33 0.96  -1.0180
Se: -3.49 0.41 -0.56  -0.0168
C: -3.90 -1.36 -1.24  -0.9760
H: -8.64 1.54 1.78  0.3521
H: -7.28 1.47 2.92  0.3458
H: -7.92 -0.02 2.21  0.3587
H: -8.14 0.92 -1.36  0.3901
H: -7.47 -0.66 -0.91  0.3404
H: -6.53 0.45 -1.92  0.3698
H: -6.96 3.62 -0.15  0.3881
H: -5.30 3.19 -0.60  0.3833
H: -5.69 3.58 1.08  0.3393
H: -4.86 -0.71 1.25  0.4776
H: -4.26 0.85 1.79  0.3484
H: -4.98 -1.48 -1.34  0.3877
H: -3.50 -2.12 -0.57  0.2570
H: -3.43 -1.43 -2.22  0.2587
Br: 1.20 -4.75 1.77  -0.1762
C: 0.50 -4.49 0.02  0.4647
C: 0.75 -5.48 -0.92  -0.4854
C: 0.28 -5.33 -2.21  -0.5063
C: -0.43 -4.20 -2.57  -0.9086
C: -0.68 -3.21 -1.63  0.5260
C: -0.21 -3.35 -0.32  -0.4439
I: -0.52 -1.74 0.97  0.5119
H: 1.31 -6.36 -0.63  0.4067
H: 0.48 -6.10 -2.95  0.3640
H: -0.79 -4.06 -3.58  0.4456
H: -1.21 -2.32 -1.91  -0.1392

Properties
F_max	0.0044	Eh/bohr
electronic energy	-305775.1950	eV
energy relative to the best compared isomer or geometry (same formula, charge and spin)	3.01	kcal per mole
lowest unoccupied orbital energy (spin up / spin down)	0.071 / 0.071	hartree
total charge	-1
HOMO-LUMO gap (spin up / spin down)	6.4 / 6.4	eV
2S+1	2